Formula: C72H136O24
Source: the OMol25 dataset
Level of theory: ωB97M-V with the def2-TZVPD basis set

XYZ file:
```
232
C72H136O24 | the OMol25 dataset | ωB97M-V with the def2-TZVPD basis set
H 6.2623 -0.2732 -1.4977
H -0.9668 -2.8567 8.6636
H 3.6863 0.8627 0.8414
H -7.3427 -0.7098 -4.8754
H 4.4685 -4.4755 -2.5393
H -2.7393 -3.5231 7.2419
H -5.0450 3.5396 -2.1448
H 3.9989 -1.9701 -3.1709
C -0.8972 -0.3380 9.8989
H 0.9249 -1.4829 -2.0036
C -8.1187 -2.4348 0.5687
H -1.4547 -5.1785 -0.4952
C 7.2578 2.9899 4.4598
C -1.8921 -2.2855 8.7379
C 2.6823 -1.2754 2.0966
H 4.2246 2.5835 3.2555
C -3.6717 4.4231 4.8938
H 8.6252 1.6937 -5.6062
H 0.4314 -1.1743 5.0196
H 6.5646 3.4400 -3.5700
C 7.2820 2.0016 5.4019
C 1.2540 3.1377 4.3766
O 0.5996 -4.7456 -1.0329
H 0.8036 2.3625 -2.6362
H -3.5814 -1.9385 7.3090
H -1.2923 -0.7014 -6.3647
H 7.6533 -3.5040 -0.7209
O 5.2127 1.7999 -1.9140
C -5.5126 2.8063 4.9888
C 6.1896 3.1409 3.6140
C 3.4597 5.5700 -2.4446
C -0.5420 -0.7460 4.7803
H -9.0128 -1.8921 0.2620
H 4.2521 -4.8176 -4.2556
H 6.0955 1.0310 -6.6201
H 5.1699 -0.2531 -7.4259
H 3.6487 -1.4869 1.6391
O 1.7433 -0.7920 1.1945
O -1.2011 -1.3550 3.6437
H 8.1767 3.5345 4.3007
H -5.1253 -3.3783 -3.9560
H -8.1199 -3.4891 0.2919
C -5.0845 -3.1085 -5.0113
H 1.4163 3.7007 -3.5586
C 0.7706 -0.9034 -1.0933
H -1.3129 -3.0297 2.5757
C -9.3060 -2.3971 3.9928
H 2.6328 -6.0068 -2.1896
H 2.2844 -2.2150 2.4801
H 0.1178 -0.7058 10.0487
H 5.0726 1.8970 0.7356
H 0.2521 5.0893 0.4787
C 0.2124 2.4310 0.8444
C 1.1894 4.5763 0.2632
H 7.2563 -1.0366 -0.2782
C -4.4556 3.0225 -0.1585
C 1.8341 1.8886 -7.0918
H 2.4589 1.6808 -4.3435
C -0.8612 -2.7170 3.5171
H 4.6619 1.0920 -3.7463
C -2.8601 -1.0040 -0.9488
C -3.7256 4.9867 -1.2900
H 3.6107 1.1957 -8.2774
O -0.5180 3.1532 -4.1022
H 2.0603 -6.1495 -3.7970
C 6.3004 -5.7871 1.3251
H -2.2274 4.1464 -3.2747
H -3.6044 2.8547 1.8966
C -2.9914 5.3925 -0.2140
C 3.3815 1.6794 -7.3279
C -10.1916 -2.9111 6.2095
C -1.3511 -0.8283 6.0386
H 0.9349 0.9759 -4.8227
H -0.8361 3.7880 -2.2009
H 8.7293 3.1077 -4.5571
H -8.7995 -4.0904 2.8419
H 0.3464 2.8242 4.8925
H 3.8694 2.6539 -7.3096
C -4.4804 3.8314 -1.2716
H -4.5850 -1.1296 -3.6422
O 2.5360 -4.2325 -3.1865
H 4.1543 2.7412 -3.3350
H 4.2326 0.7077 4.9125
H -6.9407 -1.9378 -3.5781
C 1.8990 5.4388 -0.7751
C -2.9746 4.5567 0.9531
H -4.1826 2.1847 -4.7667
C -6.8536 -1.8505 -0.1167
C 1.9852 -5.5139 -2.9147
H -0.8558 0.7419 9.7568
H -5.1499 -4.0970 -5.4659
C -9.0782 -3.0537 2.6530
H -1.4397 0.2550 -1.9624
H -2.4649 1.3318 4.4214
O -0.4937 -0.9240 -0.5476
H 6.0109 2.5492 -5.0078
C -6.5780 -1.3287 -4.4060
H 4.1376 -5.8675 1.9100
O -3.2561 -0.0974 -0.0145
H 8.2201 -5.3761 0.6299
H 5.4525 -2.6388 -3.7911
H 1.7059 4.0655 4.7274
H 0.0817 -4.7032 -3.0895
O -2.5710 -0.7377 -4.6730
H 6.7301 -6.4484 2.0629
C 4.6304 0.9948 0.3129
H -2.8122 -1.2987 1.6025
H 2.0015 2.3482 4.4531
H 2.4337 -1.8506 -6.3883
H -0.8684 -0.3597 6.8962
H -2.2814 -0.2904 5.8561
O -6.1479 -2.2987 -5.4375
H -4.1873 -3.4195 1.1609
H 2.8799 -0.5798 2.9121
H -2.4618 4.7998 1.8720
C 6.2524 2.4666 -3.9481
H -8.3720 -2.1580 4.5013
H 6.2286 3.7979 2.7577
O -5.1171 0.5568 -4.6734
H 0.4515 1.3299 2.7501
H -9.2841 -3.2189 6.7291
H -0.7596 2.8465 1.1100
H 8.1528 1.8442 6.0209
C 5.1071 2.3276 3.8229
C 0.9480 2.1566 2.2420
C 6.6485 -0.1557 -0.4852
H -5.0040 2.0923 -0.1367
H 2.0868 -1.5779 -4.6882
C 8.5647 2.0303 -4.5713
O -10.0851 -3.2751 4.7948
O -1.6240 -0.9333 8.7908
C 4.9051 -5.5017 1.2441
H 4.4031 5.1408 -2.7821
H 1.7645 4.7412 1.1743
C 4.5719 -4.3603 0.4866
H -3.6707 5.6177 -2.1647
H -6.6329 -0.8332 0.2063
O -5.6676 -2.5994 -0.0174
C -5.4579 -0.4848 -3.7447
H -3.8484 1.4244 -3.1951
H -10.0224 -3.1089 2.1112
C 1.7668 -1.4989 -0.0438
C 3.9397 -4.1648 -3.4404
H 7.2458 0.7522 -0.4014
H 1.2074 0.9975 -7.0537
H 3.5657 6.6168 -2.1601
H -5.6714 4.9765 5.1651
C -1.4825 -0.7512 -1.5456
H -1.7994 1.1086 -4.1965
H 2.7762 5.5447 -3.2933
H -3.4079 5.4700 4.8673
H -0.4429 0.3285 4.6261
C 5.4735 -3.6679 -0.3079
H 5.1776 -2.7877 -0.8593
C 2.5564 -2.2682 -5.3890
C 0.8131 2.7961 -3.6362
H -1.4579 -0.3693 10.8331
H 1.9613 1.8298 2.0085
H -0.5299 -0.8581 -4.8037
H -10.4733 -1.8644 6.3239
C 5.2409 0.3607 -6.5280
H -4.9811 0.7644 4.9014
C -3.2624 2.0503 4.5401
H -5.2012 -1.9826 1.8537
O 2.9755 4.7191 -1.3873
O -1.6422 -2.1950 6.3379
H 1.1335 0.1027 -1.3032
H -6.5427 2.5231 5.1469
H -1.1422 -3.2275 4.4383
H -0.7580 5.0616 -3.3957
O 5.5189 -0.1543 0.3733
C -4.6118 1.7723 4.7820
C 5.0722 1.3758 4.7893
H -1.7937 0.1203 1.5586
C -1.1428 4.0586 -3.2112
C 6.1593 1.2100 5.6096
C -2.6193 -2.4473 7.3693
H -4.1473 -2.6423 -5.3153
C 4.9590 2.0118 -3.2425
H 0.1818 -2.8337 3.2228
C 4.3684 -2.7293 -3.8602
H -2.4396 6.3208 -0.2279
H 1.3944 -2.4970 0.1871
H 3.7255 0.3668 -1.5902
H -10.9793 -3.4918 6.6896
H 1.1033 5.7735 -1.4406
C 4.0903 1.2988 -1.1584
H 2.7616 -1.6085 -0.4755
H -2.4909 -2.6564 9.5698
H -0.4370 -4.3765 0.5927
H -5.7943 -3.6810 1.6422
H -1.6883 3.5075 4.4537
H -1.2769 -1.4719 -2.3370
H 0.0048 -6.3210 -2.3217
H 2.0192 -3.2158 -5.3468
C 1.4661 1.9225 -4.7230
H -1.0509 -3.5038 -0.8723
H -2.5165 1.1126 -5.7726
H -1.3457 -2.2339 -5.3473
O 3.9542 -2.4106 -5.2043
O -8.0321 -2.3192 2.0015
C -2.7448 3.3905 4.6451
O 7.4041 1.5880 -3.7859
H -9.8275 -1.4594 3.8013
C 6.8213 -4.0047 -0.2482
C -3.7044 3.4043 0.9723
H 5.5527 -0.3093 -5.7267
H 2.2032 6.3693 -0.2958
H -2.9411 -2.0357 -0.6067
H -3.4302 0.3449 1.9366
O 0.9617 3.3774 3.0141
C -5.0079 4.1341 5.0366
C -2.6428 0.7167 -4.7650
O 1.5074 2.6194 -5.9384
H -3.5151 -0.8926 -1.8129
H 9.3896 1.5601 -4.0360
C -0.6552 -4.4379 -0.4734
O 0.7416 3.2948 -0.1377
H 0.0583 1.5389 0.2372
H 6.1750 0.4541 6.3808
C 7.1948 -5.0418 0.5705
H 3.3641 2.1117 -1.1562
H -5.8074 -0.1023 -2.7857
C -5.1384 -2.8970 1.2638
C -1.4111 -1.1463 -5.3768
H 1.3824 2.2934 -7.9975
C -2.7832 -0.2534 1.2950
O 3.9327 0.8619 -6.2818
H 3.5348 -4.0695 0.5655
C -3.9555 1.2442 -4.2647
C 0.5340 -5.3686 -2.3542
H -7.0305 -1.6730 -1.1775
```

Properties
2S+1 ... 1
ΔE to the lowest compared entry with this formula, charge and spin ... 0.0 kJ/mol
Largest force on an atom ... 0.06057 Eh/bohr
HOMO energy ... -8.96 eV
Total energy ... -125992.00384 eV
LUMO energy ... 0.508 eV

Results of the Löwdin charge analysis, in e, for atoms 1 through 5:
1. H 0.078
2. H 0.125
3. H 0.084
4. H 0.127
5. H 0.098